The following is a quantum chemistry calculation of a 2-piece molecular cluster, C28H41N5O3P overall, from the OMol25 dataset.

```
78
Properties=species:S:1:pos:R:3:mulliken_charge:R:1
C -2.405 -3.790 0.943 -0.098
C -1.314 -4.245 1.212 -0.080
C -0.106 -4.987 1.696 -1.239
N 1.050 -4.100 1.882 0.192
C 1.334 -3.530 3.217 -0.997
C 0.790 -2.063 3.217 0.531
O 1.425 -1.237 4.153 -0.396
C 0.642 -0.932 5.311 -0.474
C 0.693 0.572 5.657 -0.660
O -0.529 1.267 5.313 -0.516
C -0.468 1.456 3.925 0.151
C 0.304 2.443 3.319 -1.125
C 0.312 2.495 1.921 -0.315
C -0.430 1.605 1.121 -0.604
C -0.299 1.729 -0.441 3.420
C -0.582 3.222 -0.763 -1.634
C -1.473 0.899 -1.042 -2.403
C 1.129 1.225 -0.779 -1.781
C 1.648 1.410 -2.223 2.519
C 0.764 0.803 -3.353 -1.599
C 2.053 2.888 -2.576 -1.656
C 3.012 0.615 -2.286 -1.644
C -1.205 0.646 1.768 0.028
C -1.228 0.580 3.162 -0.744
C 1.804 -3.837 0.841 0.676
N 2.951 -3.054 0.829 -0.329
C 3.376 -3.075 -0.402 -0.262
N 2.583 -3.789 -1.257 0.024
P 2.758 -4.031 -2.983 0.195
O 2.469 -2.783 -3.697 -0.449
N 1.615 -4.260 -0.416 0.016
H -3.426 -3.562 0.679 0.444
H 0.118 -5.772 0.950 0.453
H -0.282 -5.512 2.644 0.444
H 0.796 -4.164 3.940 0.307
H 2.406 -3.519 3.458 0.356
H -0.312 -2.044 3.255 0.321
H 1.062 -1.661 2.217 -0.275
H -0.407 -1.268 5.277 0.310
H 1.107 -1.465 6.168 0.420
H 1.574 1.076 5.229 0.330
H 0.783 0.667 6.755 0.430
H 0.898 3.145 3.914 0.505
H 0.959 3.262 1.485 0.347
H -1.549 3.504 -0.308 0.438
H 0.231 3.907 -0.481 0.182
H -0.724 3.318 -1.857 0.282
H -1.319 -0.179 -0.885 0.253
H -2.396 1.247 -0.542 0.671
H -1.589 1.173 -2.103 0.273
H 1.829 1.735 -0.088 0.660
H 1.203 0.145 -0.526 0.024
H 1.431 0.390 -4.134 0.430
H 0.046 1.502 -3.805 0.193
H 0.254 -0.084 -2.929 0.281
H 2.320 3.437 -1.659 0.253
H 2.882 2.886 -3.303 0.436
H 1.221 3.404 -3.090 0.339
H 3.538 0.796 -3.237 0.515
H 3.620 0.966 -1.429 0.439
H 2.791 -0.463 -2.172 0.144
H -1.795 -0.088 1.215 0.516
H -1.848 -0.169 3.669 0.534
H 4.286 -2.566 -0.731 0.450
H 4.100 -4.391 -3.271 0.143
H 1.819 -5.001 -3.425 0.113
H 0.875 -4.826 -0.811 0.279
N -2.926 3.570 -3.697 -0.445
C -3.620 2.687 -4.416 -0.230
C -4.959 2.396 -4.197 -0.442
C -5.614 3.057 -3.171 -0.180
C -4.911 3.978 -2.410 -0.488
C -3.577 4.197 -2.714 -0.180
H -3.065 2.192 -5.206 0.380
H -5.472 1.672 -4.814 0.380
H -6.659 2.858 -2.967 0.390
H -5.387 4.514 -1.600 0.375
H -2.986 4.910 -2.150 0.455
```

The calculation puts the calculated total energy at -52572.6599 eV. The value obtained for the LUMO energy is -3.427 eV. The calculation puts the maximum force at 2.7 eV/A. The net charge is +1. The calculation puts the gap between HOMO and LUMO at 7.14 eV. The calculation puts the HOMO energy at -10.57 eV.